14
Properties=species:S:1:pos:R:3:forces:R:3 method="wB97M-V/def2-TZVPD" max_force_ev_per_a=1.61 relative_energy_kj_mol=68.70 homo_lumo_gap_ev=9.91 e_lumo_ha=0.030 smiles=NCO.CO energy_ev=-7804.01384
N 0.82384 1.41953 -0.60841 0.7 0.6 1.3
C 1.45140 0.11589 -0.64674 -0.6 -0.8 -1.0
O 2.11495 -0.24235 0.55001 -0.3 1.1 -0.1
H 0.19584 1.60970 -1.37271 0.1 -0.2 -0.3
H 0.25124 1.44577 0.23345 -0.1 0.0 -0.4
H 2.16107 0.07318 -1.48098 -0.1 0.1 0.0
H 0.67959 -0.64274 -0.80701 0.3 -0.4 0.1
H 2.53597 0.58844 0.82078 0.2 -0.3 0.2
C -1.80150 -0.97203 0.30816 -1.0 0.6 -0.6
O -1.39281 0.26513 0.88304 0.4 -0.2 0.5
H -1.33776 -1.15635 -0.66300 0.6 0.0 0.3
H -2.84243 -0.82397 0.01784 -0.3 -0.4 0.3
H -1.70666 -1.83620 0.95733 0.1 0.0 0.1
H -1.13274 0.15600 1.80823 -0.1 -0.2 -0.4